w.
Below is the molecule C3H5NO3, with properties calculated with ωB97M-V/def2-TZVPD.

The geometry in XYZ format:
```
12
Properties=species:S:1:pos:R:3:mulliken_charge:R:1
C -0.5317 -1.4118 0.1724 0.32
C 0.9386 -0.8599 0.1263 -0.46
C 0.3388 0.5331 0.4210 -0.40
N -0.9764 -0.1387 0.6518 0.46
O -1.0305 -2.4429 -0.1252 -0.51
O -2.7073 0.6262 -0.6763 -0.46
O -2.1832 0.3337 0.6771 -0.32
H 1.7003 -1.4015 0.7403 0.27
H 1.2905 -0.9484 -0.8770 0.24
H 0.7469 1.0189 1.3024 0.29
H 0.3491 1.1808 -0.5785 0.23
H -3.2205 -0.2923 -0.7568 0.34
```

Calculated values
frontier orbital gap (alpha / beta): 6.0028 / 6.5898 eV
molar mass: 103.1 g/mol
spin multiplicity: 3
lowest unoccupied orbital energy (alpha / beta): 0.741 / -3.494 eV
⟨S²⟩: 2.011
HOMO level (alpha / beta): -0.19336 / -0.37057 hartree

---

x.
Below is the molecule C3H5NO3, with properties calculated with ωB97M-V/def2-TZVPD.

The geometry in XYZ format:
```
12
Properties=species:S:1:pos:R:3:mulliken_charge:R:1
C 1.1361 -0.2053 0.8482 -0.82
C -0.0692 0.2463 0.9027 -0.10
C -1.0920 -0.3140 0.1359 0.32
N -2.3330 0.4282 0.1886 0.60
O -2.3934 1.6142 0.4210 -0.50
O -3.4582 -0.4319 -0.1936 -0.55
O -0.8979 -1.5603 -0.3525 -0.40
H 1.9315 -0.1949 1.5836 0.26
H 1.4759 -0.6891 0.0067 0.29
H -0.5008 0.8480 1.7283 0.24
H -3.7777 -0.6002 -1.2491 0.33
H -1.6841 -1.6425 -0.9701 0.34
```

Calculated values
frontier orbital gap (alpha / beta): 6.3064 / 9.1519 eV
molar mass: 103.1 g/mol
spin multiplicity: 3
lowest unoccupied orbital energy (alpha / beta): -0.034 / -1.159 eV
⟨S²⟩: 2.026
HOMO level (alpha / beta): -0.23301 / -0.37891 hartree

---

So which one wins? Going from most stable to least: x, w.

---

w.
Below is the molecule C2H6N2OS, with properties calculated with ωB97M-V/def2-TZVPD.

The geometry in XYZ format:
```
12
Properties=species:S:1:pos:R:3:mulliken_charge:R:1
C 0.4397 1.4942 0.2051 -0.96
N 0.9400 0.2470 -0.3461 -0.17
C 0.5386 -1.0052 -0.0064 0.48
O 1.2349 -1.9875 -0.0888 -0.62
N -0.7711 -1.1142 0.5088 -0.33
S -2.1472 -0.3361 -0.1215 -0.14
H -0.2577 1.9860 -0.4377 0.31
H -0.0020 1.2932 1.1619 0.36
H 1.2327 2.1711 0.3557 0.36
H 1.9303 0.2453 -0.6860 0.28
H -0.9577 -2.0940 0.7704 0.31
H -2.1804 -0.8997 -1.3155 0.14
```

Calculated values
frontier orbital gap: 10.3790 eV
molar mass: 106.2 g/mol
spin multiplicity: 1
lowest unoccupied orbital energy: 0.747 eV
HOMO level: -0.35396 hartree

---

x.
Below is the molecule C2H6N2OS, with properties calculated with ωB97M-V/def2-TZVPD.

The geometry in XYZ format:
```
12
Properties=species:S:1:pos:R:3:mulliken_charge:R:1
C 2.2384 -0.0823 0.1445 -0.82
S 0.7074 -0.8443 -0.4055 -0.09
C -0.3151 0.6269 -0.3021 0.54
O 0.1380 1.7439 -0.2222 -0.56
N -1.7100 0.4414 -0.2278 -0.09
N -2.3028 -0.7778 0.0602 -0.65
H 2.4311 0.7831 -0.4593 0.29
H 3.0095 -0.8012 0.0025 0.33
H 2.2075 0.2829 1.1646 0.28
H -2.2945 1.2418 -0.0109 0.26
H -2.1107 -1.4297 -0.6888 0.26
H -1.9989 -1.1847 0.9447 0.26
```

Calculated values
frontier orbital gap: 10.1852 eV
molar mass: 106.2 g/mol
spin multiplicity: 1
lowest unoccupied orbital energy: 0.689 eV
HOMO level: -0.34897 hartree

---

So which one wins? Going from most stable to least: w, x.

---

w.
Below is the molecule C2H6N2OS, with properties calculated with ωB97M-V/def2-TZVPD.

The geometry in XYZ format:
```
12
Properties=species:S:1:pos:R:3:mulliken_charge:R:1
C -0.5660 1.4479 -0.2051 -0.65
N -0.9951 0.2359 0.3890 -0.17
C -0.5047 -1.0149 -0.0043 0.52
O -1.1536 -1.9959 0.0381 -0.57
N 0.8478 -1.0410 -0.3235 -0.35
S 2.2510 -0.2540 0.0894 -0.12
H -0.3621 2.1810 0.6659 0.23
H 0.4021 1.2520 -0.9483 0.23
H -1.4980 1.7300 -1.0049 0.25
H -1.8297 0.0879 0.8906 0.23
H 1.0421 -1.9262 -0.8695 0.29
H 2.3662 -0.7025 1.2826 0.12
```

Calculated values
frontier orbital gap: 10.2112 eV
molar mass: 106.2 g/mol
spin multiplicity: 1
lowest unoccupied orbital energy: 0.751 eV
HOMO level: -0.34767 hartree

---

x.
Below is a 4-piece molecular cluster, C2H6N2OS overall, with properties calculated with ωB97M-V/def2-TZVPD.

The geometry in XYZ format:
```
12
Properties=species:S:1:pos:R:3:mulliken_charge:R:1
C -2.8616 0.2248 0.0660 -0.69
C 0.9565 0.9346 -0.0972 0.03
H -2.2610 1.6578 -0.0320 0.27
H -3.6652 -0.2025 -1.2354 0.23
H -3.5803 -0.3518 1.4041 0.23
H 1.2885 1.9337 0.2511 0.31
H 1.1404 -0.8610 -0.3468 0.21
H 2.7843 -0.7154 1.1982 0.34
N -0.2003 0.7905 0.1522 -0.24
N 1.7509 -0.0952 -0.4512 -0.31
O 3.0373 -0.3860 0.1723 -0.38
S -1.2143 -0.6372 -0.0211 -0.01
```

Calculated values
frontier orbital gap: 8.5909 eV
molar mass: 106.2 g/mol
spin multiplicity: 1
lowest unoccupied orbital energy: -0.044 eV
HOMO level: -0.31732 hartree

---

So which one wins? Going from most stable to least: w, x.

---

w.
Below is C32H27ClN4O5RhS3 as an isolated structure, with properties calculated with ωB97M-V/def2-TZVPD.

The geometry in XYZ format:
```
73
Properties=species:S:1:pos:R:3:mulliken_charge:R:1
Rh 0.3668 -0.1950 -0.1772 0.16
S 2.6858 0.2445 -0.3619 -0.32
C 2.0015 1.8286 -0.3895 0.45
N 0.7001 1.7438 -0.3615 0.25
C 0.0396 2.9587 -0.3506 -0.86
C -1.3328 3.1858 -0.3159 0.19
C -1.7674 4.4957 -0.3291 -0.72
C -0.8633 5.5630 -0.3823 -0.64
C 0.5003 5.3407 -0.4189 -0.58
C 0.9454 4.0236 -0.3981 0.78
S 2.5931 3.4378 -0.4371 -0.24
H -2.0267 2.3570 -0.2790 0.47
H -2.8310 4.6936 -0.3023 0.48
H -1.2348 6.5782 -0.3972 0.41
H 1.1986 6.1652 -0.4608 0.40
O -1.7779 -0.0441 -0.3481 0.43
S -2.5765 -0.9698 -1.2808 0.68
C -4.2813 -0.8116 -0.6586 -1.39
C -4.7529 0.5954 -0.4662 0.31
C -4.4059 1.3027 0.6813 -0.15
C -4.8315 2.6102 0.8626 -0.63
C -5.6174 3.2233 -0.1038 -0.51
C -5.9850 2.5198 -1.2424 -0.85
C -5.5582 1.2122 -1.4193 -0.17
C -2.6861 -0.0519 -2.8314 -0.79
C -3.4213 -0.8629 -3.8637 -0.03
C -3.0053 -2.1596 -4.1637 0.01
C -3.6841 -2.9075 -5.1131 -0.81
C -4.7765 -2.3663 -5.7766 -0.42
C -5.1850 -1.0715 -5.4937 -0.80
C -4.5121 -0.3247 -4.5377 -0.36
H -4.2847 -1.3886 0.2665 0.63
H -4.8778 -1.3594 -1.3916 0.59
H -3.8156 0.8179 1.4499 0.24
H -4.5613 3.1464 1.7636 0.41
H -5.9608 4.2394 0.0400 0.48
H -6.6165 2.9851 -1.9875 0.44
H -5.8630 0.6576 -2.2976 0.72
H -1.6387 0.1009 -3.0962 0.66
H -3.1496 0.9145 -2.6322 0.50
H -2.1391 -2.5807 -3.6658 0.42
H -3.3539 -3.9123 -5.3400 0.43
H -5.3024 -2.9500 -6.5201 0.39
H -6.0257 -0.6401 -6.0206 0.40
H -4.8239 0.6914 -4.3286 0.56
C -1.0339 0.3549 3.7447 -1.04
C -0.9055 0.2611 2.3782 -0.47
N 0.2959 0.0641 1.8035 0.52
C 1.3815 -0.0667 2.5687 -0.28
C 1.3211 -0.0257 3.9557 0.35
C 0.0925 0.2199 4.5448 -0.43
C 2.5442 -0.2186 4.7591 -0.99
C 3.4345 -1.2042 4.6413 -0.63
C 3.3925 -2.3827 3.7504 1.06
C 4.5115 -3.1950 3.6333 -0.70
C 4.4090 -4.2996 2.8024 -0.19
N 3.2937 -4.5928 2.1465 -0.56
C 2.2745 -3.7594 2.3295 -0.28
N 2.2657 -2.6751 3.0916 -0.31
H -2.0108 0.5217 4.1747 0.54
H -1.7422 0.3472 1.7051 0.23
H 2.3211 -0.2261 2.0702 0.40
H 0.0096 0.2799 5.6226 0.55
H 2.7158 0.5246 5.5303 0.44
H 4.2938 -1.1720 5.3011 0.33
H 5.4251 -2.9778 4.1693 0.38
H 5.2474 -4.9720 2.6617 0.42
H 1.3554 -3.9886 1.8028 0.55
O 0.0196 -3.6544 -2.1767 -0.61
Cl 0.5387 -2.5695 -1.4493 2.02
O 1.9313 -2.6640 -1.1925 -0.60
O 0.2000 -1.2699 -2.1270 -0.67
O -0.1972 -2.3463 -0.1660 -0.65
```

Calculated values
total charge: +1
frontier orbital gap: 7.7022 eV
molar mass: 782.2 g/mol
spin multiplicity: 1
lowest unoccupied orbital energy: -3.494 eV
HOMO level: -0.41145 hartree

---

x.
Below is C32H27ClN4O5RhS3 as an isolated structure, with properties calculated with ωB97M-V/def2-TZVPD.

The geometry in XYZ format:
```
73
Properties=species:S:1:pos:R:3:mulliken_charge:R:1
Rh 0.9354 -1.1555 -0.2157 0.07
S 3.2261 -0.8706 0.2682 -0.24
C 2.4757 -0.5303 1.7839 0.20
N 1.1772 -0.5815 1.6593 0.75
C 0.4798 -0.3335 2.8299 -0.79
C -0.8979 -0.2566 2.9941 -0.74
C -1.3799 0.0507 4.2518 -0.67
C -0.5105 0.2782 5.3226 -0.64
C 0.8621 0.2105 5.1598 -0.50
C 1.3526 -0.0961 3.8968 1.29
S 3.0253 -0.2077 3.3770 -0.20
H -1.5624 -0.4372 2.1577 0.54
H -2.4472 0.0928 4.4136 0.41
H -0.9170 0.5128 6.2966 0.43
H 1.5308 0.3966 5.9891 0.43
O 0.9866 0.8266 -0.7327 -0.29
S -0.0289 1.8017 -1.3434 0.42
C 0.3916 3.3661 -0.5320 -1.32
C 1.8275 3.7824 -0.6289 0.04
C 2.8187 3.0981 0.0707 0.27
C 4.1444 3.4867 -0.0393 -0.74
C 4.4912 4.5678 -0.8380 -0.45
C 3.5063 5.2665 -1.5205 -0.76
C 2.1798 4.8740 -1.4169 -0.23
C 0.5943 2.0755 -3.0111 -0.99
C -0.2530 3.0934 -3.7265 0.29
C -1.6326 2.9250 -3.8273 -0.02
C -2.4038 3.8711 -4.4855 -0.79
C -1.8041 4.9847 -5.0564 -0.44
C -0.4291 5.1488 -4.9719 -0.71
C 0.3429 4.2091 -4.3050 -0.42
H 0.0690 3.1995 0.4977 0.61
H -0.2850 4.0946 -0.9840 0.56
H 2.5498 2.2591 0.6985 0.35
H 4.9092 2.9475 0.5043 0.42
H 5.5260 4.8728 -0.9184 0.40
H 3.7689 6.1219 -2.1288 0.41
H 1.4096 5.4258 -1.9419 0.51
H 0.5411 1.0867 -3.4697 0.64
H 1.6385 2.3773 -2.9231 0.58
H -2.1038 2.0463 -3.4034 0.39
H -3.4741 3.7327 -4.5609 0.42
H -2.4067 5.7190 -5.5742 0.39
H 0.0445 6.0076 -5.4287 0.41
H 1.4172 4.3337 -4.2446 0.49
C 2.0279 -5.2511 0.5437 -1.04
C 2.0628 -3.8780 0.4208 -0.21
N 0.9394 -3.1516 0.2857 0.69
C -0.2358 -3.7849 0.2937 -0.26
C -0.3562 -5.1593 0.3750 -0.04
C 0.8084 -5.9057 0.4909 -0.31
C -1.6623 -5.8111 0.1910 -1.03
C -2.8228 -5.4779 0.7491 -0.68
C -3.0445 -4.4396 1.7784 1.02
C -4.2907 -3.8424 1.9181 -0.69
C -4.4365 -2.9139 2.9345 -0.28
N -3.4425 -2.5993 3.7608 -0.49
C -2.2939 -3.2352 3.5514 -0.28
N -2.0359 -4.1311 2.6062 -0.32
H 2.9562 -5.7942 0.6451 0.43
H 2.9961 -3.3391 0.4157 0.37
H -1.1172 -3.1732 0.1844 0.97
H 0.7589 -6.9865 0.5296 0.55
H -1.6567 -6.6440 -0.5048 0.49
H -3.7044 -6.0314 0.4473 0.41
H -5.1144 -4.0988 1.2665 0.44
H -5.3803 -2.4046 3.0931 0.44
H -1.4786 -2.9994 4.2294 0.54
O -1.7843 -2.7324 -2.3086 -0.63
Cl -1.0775 -1.5366 -2.0788 1.88
O 0.3857 -1.7379 -2.2494 -0.61
O -1.5176 -0.4619 -2.8847 -0.54
O -1.1695 -1.1536 -0.6270 -0.58
```

Calculated values
total charge: +1
frontier orbital gap: 7.7283 eV
molar mass: 782.2 g/mol
spin multiplicity: 1
lowest unoccupied orbital energy: -3.492 eV
HOMO level: -0.41232 hartree

---

So which one wins? Going from most stable to least: x, w.